# C24H15F3NO4S

2 unconnected molecules or ions with the total composition C24H15F3NO4S in a non-equilibrium geometry (wB97M-V/def2-TZVPD, OMol25).

The LUMO energy is 1.97 eV. The calculation puts the maximum force at 2.96 eV Å⁻¹. As for the energy relative to the best compared isomer or geometry (same formula, charge and spin): 0.0000 eV. The total charge is -1.

CARTESIAN COORDINATES (ANGSTROEM)
C1 -4.16 -2.94 -2.67
C2 -2.89 -3.48 -2.42
C3 -1.82 -2.64 -2.05
C4 -1.97 -1.25 -1.99
C5 -0.71 -0.38 -2.03
C6 0.40 -0.53 -1.12
C7 1.71 -0.05 -1.58
C8 2.80 -1.04 -1.85
C9 2.48 -2.39 -1.99
C10 3.44 -3.32 -2.40
C11 4.75 -2.90 -2.70
C12 5.08 -1.54 -2.59
C13 4.12 -0.61 -2.17
O1 2.07 1.14 -1.81
O2 -0.70 0.51 -2.92
C14 -3.25 -0.72 -2.29
C15 -4.34 -1.55 -2.58
H1 -4.99 -3.59 -2.96
H2 -2.72 -4.56 -2.52
H3 -0.83 -3.07 -1.87
H4 0.39 -1.24 -0.28
H5 1.45 -2.71 -1.78
H6 3.17 -4.38 -2.48
H7 5.50 -3.62 -3.03
H8 6.10 -1.19 -2.81
H9 4.38 0.45 -2.13
H10 -3.39 0.36 -2.35
H11 -5.34 -1.12 -2.73
F1 -1.74 3.49 8.00
C16 -1.46 2.78 6.85
F2 -0.19 2.29 6.95
F3 -2.32 1.73 6.76
S1 -1.63 3.92 5.51
N1 -1.03 2.80 4.33
C17 -1.91 2.46 3.28
O3 -3.13 2.61 3.25
C18 -1.00 1.99 2.22
C19 0.31 2.21 2.61
C20 1.34 2.19 1.69
C21 0.99 2.08 0.34
C22 -0.34 1.91 -0.07
C23 -1.36 1.80 0.89
C24 0.34 2.87 3.93
O4 1.25 3.43 4.51
H12 2.39 2.26 1.99
H13 1.77 2.08 -0.42
H14 -0.57 1.88 -1.15
H15 -2.39 1.58 0.62

Results of the natural (NBO) charge analysis, in e, for atoms 1 through 4: number 1, C, carries -0.234; number 2, C, carries -0.227; number 3, C, carries -0.223; number 4, C, carries -0.004